[1]
A 14-piece molecular cluster, C26H73BN23O21 overall in a non-equilibrium geometry, computed with ωB97M-V/def2-TZVPD.

Atoms and positions in Å:
O: -15.698 20.212 -5.312
C: -15.402 19.996 -6.455
O: -14.281 19.410 -6.830
B: -14.389 19.055 -8.259
O: -15.585 19.773 -8.727
C: -16.269 20.290 -7.708
O: -17.292 20.906 -7.749
O: -14.565 17.620 -8.475
C: -13.523 17.152 -9.123
O: -13.363 15.965 -9.317
C: -12.572 18.337 -9.434
O: -13.172 19.425 -8.975
O: -11.577 18.313 -10.092
C: -12.421 18.508 -13.491
C: -12.261 18.880 -14.932
C: -12.171 17.739 -15.954
O: -12.153 18.155 -17.305
C: -12.398 17.136 -18.231
N: -13.378 19.731 -15.386
H: -11.665 17.758 -13.233
H: -13.377 18.049 -13.214
H: -12.353 19.378 -12.840
H: -11.282 19.316 -15.172
H: -13.059 17.101 -15.803
H: -11.267 17.134 -15.812
H: -12.162 17.532 -19.220
H: -13.460 16.869 -18.261
H: -11.787 16.237 -18.103
H: -14.237 19.178 -15.379
H: -13.601 20.265 -14.534
C: -12.872 26.474 -8.289
C: -12.213 25.590 -9.337
C: -13.204 24.476 -9.746
O: -13.778 23.704 -8.687
C: -12.812 22.799 -8.092
N: -11.964 26.454 -10.507
H: -12.900 25.878 -7.381
H: -13.849 26.811 -8.628
H: -12.284 27.374 -8.098
H: -11.230 25.198 -9.053
H: -12.930 23.861 -10.604
H: -14.064 25.046 -10.114
H: -12.214 22.364 -8.897
H: -13.403 21.995 -7.662
H: -12.198 23.303 -7.349
H: -11.352 27.191 -10.175
H: -11.448 25.973 -11.236
C: -16.979 13.822 -8.332
C: -16.896 14.167 -9.817
C: -18.326 14.138 -10.350
O: -18.492 14.585 -11.703
C: -19.850 14.482 -12.052
N: -16.304 15.493 -9.911
H: -17.448 14.643 -7.781
H: -16.032 13.640 -7.824
H: -17.655 13.002 -8.061
H: -16.280 13.395 -10.282
H: -18.992 14.773 -9.752
H: -18.733 13.127 -10.237
H: -20.210 13.453 -11.903
H: -19.925 14.696 -13.115
H: -20.513 15.070 -11.405
H: -16.502 16.032 -9.078
H: -15.286 15.462 -9.931
C: -10.464 20.341 -6.356
O: -10.702 21.520 -6.115
N: -11.179 19.305 -5.836
N: -9.440 19.936 -7.146
H: -12.157 19.452 -5.650
H: -10.863 18.370 -6.029
H: -8.805 20.642 -7.472
H: -9.202 18.995 -7.400
C: -19.706 18.777 -9.824
O: -20.317 18.274 -8.883
N: -18.880 18.056 -10.625
N: -19.619 20.123 -10.074
H: -18.449 18.456 -11.437
H: -18.845 17.054 -10.571
H: -19.367 20.402 -10.999
H: -19.870 20.790 -9.369
C: -15.806 24.259 -5.900
O: -16.489 24.732 -4.985
N: -14.474 24.517 -6.014
N: -16.263 23.513 -6.925
H: -14.009 24.295 -6.897
H: -14.138 25.104 -5.271
H: -17.203 23.160 -6.941
H: -15.739 23.434 -7.777
C: -16.764 16.394 -5.167
O: -17.762 15.655 -5.121
N: -15.594 16.030 -5.739
N: -16.762 17.561 -4.497
H: -15.542 15.092 -6.085
H: -14.722 16.521 -5.673
H: -17.639 17.796 -4.058
H: -15.953 18.151 -4.435
C: -10.228 14.581 -11.049
O: -9.686 15.681 -10.919
N: -9.645 13.597 -11.797
N: -11.499 14.287 -10.668
H: -8.679 13.727 -12.040
H: -10.092 12.721 -11.979
H: -11.976 14.944 -10.060
H: -11.778 13.344 -10.843
C: -19.690 19.082 -5.280
O: -19.017 19.432 -4.306
N: -20.048 19.932 -6.281
N: -20.041 17.798 -5.524
H: -19.598 20.829 -6.319
H: -20.373 19.556 -7.158
H: -19.662 17.016 -5.016
H: -20.509 17.595 -6.391
C: -11.981 15.491 -5.822
O: -11.089 16.269 -6.135
N: -12.827 14.913 -6.715
N: -12.177 15.082 -4.531
H: -13.029 15.272 -7.642
H: -13.416 14.180 -6.362
H: -12.896 14.451 -4.235
H: -11.532 15.430 -3.845
C: -10.462 21.786 -10.876
O: -11.409 21.642 -11.655
N: -9.967 20.807 -10.086
N: -9.780 22.963 -10.825
H: -9.367 21.077 -9.331
H: -10.534 19.965 -10.003
H: -8.948 22.999 -10.272
H: -10.228 23.675 -11.374
C: -8.421 17.814 -12.752
O: -7.642 18.447 -13.479
N: -8.678 18.182 -11.472
N: -9.044 16.696 -13.172
H: -9.167 17.516 -10.896
H: -8.191 19.003 -11.170
H: -8.598 16.180 -13.907
H: -9.739 16.252 -12.592
C: -15.132 21.413 -12.134
O: -14.845 21.097 -13.287
N: -16.417 21.333 -11.674
N: -14.282 21.908 -11.193
H: -17.094 20.848 -12.222
H: -16.597 21.691 -10.757
H: -13.313 21.836 -11.480
H: -14.461 22.314 -10.295

Computed properties:
Orbital gap: 0.2965 Eh
Total charge: -1
DFT total energy: -106110.0307 eV
HOMO: -0.237 Eh
Spin multiplicity: 1


[2]
A 3-piece molecular cluster, C5H8Cl2 overall in a non-equilibrium geometry, computed with ωB97M-V/def2-TZVPD.

Atoms and positions in Å:
C: 1.894 -0.855 -0.749
C: 0.342 -0.763 -0.468
C: -0.477 0.019 0.214
C: 0.132 1.371 0.720
C: -2.005 -0.226 0.518
H: 2.916 -0.444 0.372
H: 2.121 -2.393 -1.321
H: 1.862 0.001 -1.774
H: -0.134 -1.727 -0.809
H: 1.085 1.068 1.121
H: -0.568 1.950 1.476
H: -2.056 -1.405 0.471
H: -2.163 0.262 1.560
Cl: 0.240 2.569 -0.586
Cl: -3.190 0.572 -0.744

Computed properties:
Energy relative to the best compared isomer or geometry (same formula, charge and spin): 157.5 kcal per mole
Orbital gap: 0.3564 Eh
DFT total energy: -30353.0509 eV
HOMO: -0.360 Eh
Spin multiplicity: 1


[3]
A single C4H4N6O molecule in a non-equilibrium geometry, computed with ωB97M-V/def2-TZVPD.

Atoms and positions in Å:
N: -2.515 1.377 0.009
C: -1.259 0.796 -0.002
N: -0.174 1.454 -0.052
C: 0.946 0.706 -0.007
N: 2.193 1.096 -0.062
O: 2.918 -0.024 -0.001
N: 2.172 -1.131 0.043
C: 0.915 -0.707 0.062
N: -0.241 -1.446 0.014
C: -1.307 -0.754 0.021
N: -2.528 -1.350 -0.013
H: -3.151 0.831 0.598
H: -2.453 2.377 0.123
H: -2.579 -2.351 -0.164
H: -3.277 -0.907 -0.558

Computed properties:
SMILES: Nc1nc2nonc2nc1N
Energy relative to the best compared isomer or geometry (same formula, charge and spin): 0.0 kcal per mole
Orbital gap: 0.3414 Eh
DFT total energy: -15198.8714 eV
HOMO: -0.348 Eh
Spin multiplicity: 1


[4]
C14H18ClNO4 as an isolated structure in a non-equilibrium geometry, computed with ωB97M-V/def2-TZVPD.

Atoms and positions in Å:
C: 2.372 3.216 2.366
C: 1.463 3.352 1.082
O: 0.672 4.242 0.801
N: 1.697 2.499 0.097
C: 2.485 1.547 0.193
O: 3.387 1.226 1.124
C: 2.896 0.744 -1.079
H: 2.803 1.530 -2.114
H: 3.529 0.139 -1.247
H: 1.780 0.176 -1.385
O: 1.125 2.762 -1.285
C: -0.378 2.601 -1.092
C: -0.797 1.113 -0.373
C: -0.664 0.720 0.760
C: -0.999 -0.461 1.245
C: -0.901 -1.586 0.416
C: -0.967 -1.324 -0.847
C: -0.694 0.020 -1.364
H: -0.784 0.171 -2.624
Cl: -0.898 -2.570 -2.224
O: -1.215 -2.763 0.811
C: -2.195 -3.508 0.536
C: -3.392 -3.044 1.458
H: -2.965 -3.235 2.577
H: -3.777 -1.826 1.197
H: -4.457 -3.592 1.347
C: -2.193 -5.004 0.937
H: -1.388 -5.364 -0.113
H: -2.929 -5.562 0.661
H: -1.749 -5.261 1.820
H: -2.761 -3.316 -0.566
H: -1.032 -0.681 2.307
H: -0.603 1.516 1.529
H: -0.870 3.235 -0.188
H: -0.726 2.662 -1.931
H: 2.183 2.265 2.605
H: 1.896 4.167 2.983
H: 3.619 3.206 2.191

Computed properties:
Energy relative to the best compared isomer or geometry (same formula, charge and spin): 401.2 kcal per mole
Orbital gap: 0.3422 Eh
DFT total energy: -36996.4516 eV
HOMO: -0.338 Eh
Spin multiplicity: 1